(1)
Entry from the Open Molecules 2025 dataset: a structure of composition C8H17NO4 in a non-equilibrium geometry (ωB97M-V/def2-TZVPD).

molar mass	191.23	Da
ΔE to the lowest compared entry with this formula, charge and spin	624.4	kJ/mol
HOMO energy	-9.4	eV
Kohn-Sham gap	9.1	eV
spin multiplicity	1

Structure (XYZ):
```
30
Properties=species:S:1:pos:R:3:lowdin_charge:R:1
O 1.6778 -2.3455 0.5697 -0.10
O -2.9311 -1.4918 -0.5746 -0.15
O -0.2270 -1.3925 -0.7041 -0.07
O 3.6265 -0.4358 -0.2252 -0.19
N 0.8890 1.7765 0.3917 -0.03
C 1.4470 -0.9237 0.7377 -0.30
C 2.1134 -0.2065 -0.4266 -0.31
C -1.0629 0.3776 0.8148 -0.23
C -0.0892 -0.8845 0.5801 -0.25
C 1.9368 1.3134 -0.4252 -0.27
C -2.5567 0.4178 0.9091 -0.09
C -3.0444 -0.0142 -0.5732 -0.18
C -0.4437 1.3105 -0.2065 -0.20
H 0.1608 -2.2481 -0.8486 0.11
H -1.1413 2.1238 -0.1155 0.10
H -4.1947 -0.0787 -0.7421 0.14
H -2.9364 1.1586 1.3253 0.01
H 1.8938 1.6336 -1.5913 0.17
H 1.7600 -0.8431 -1.2310 0.13
H 1.8905 -0.4451 1.6002 0.15
H 2.8737 -2.3641 0.8037 0.27
H -2.5837 0.3174 -1.3725 0.04
H 2.8205 1.5880 -0.0220 0.05
H -1.9442 -1.4714 -0.9135 0.08
H -0.3760 -1.6887 1.0927 0.11
H -3.0231 -0.4121 1.6098 0.17
H -0.6640 0.7349 1.8212 0.16
H 0.6083 2.8867 0.1153 0.20
H -0.4904 0.9408 -1.2910 0.15
H 4.0107 0.6662 -1.1087 0.31
```

=====

(2)
Entry from the Open Molecules 2025 dataset: a structure of composition C8H17O2Si in a non-equilibrium geometry (ωB97M-V/def2-TZVPD).

molar mass	173.31	Da
total charge	-1
ΔE to the lowest compared entry with this formula, charge and spin	126.7	kJ/mol
HOMO energy (spin up / spin down)	-0.7 / -4.5	eV
Kohn-Sham gap (spin up / spin down)	4.3 / 6.9	eV
spin multiplicity	3

Structure (XYZ):
```
28
Properties=species:S:1:pos:R:3:mulliken_spin:R:1
Si -1.0489 -0.2563 -1.2681 0.03
O 0.2257 -2.2521 -1.2703 0.24
O 1.9195 -2.2017 0.1541 0.01
C 2.4414 0.7262 1.4923 0.04
C 1.0221 -1.6742 -0.4825 -0.05
C 0.7136 -0.1976 -0.5334 0.84
C -1.2977 -0.6113 -3.1500 0.05
C 0.9135 0.9339 1.2541 0.66
C -2.3871 -1.2804 -0.3948 0.02
C 0.3788 2.1868 0.7762 0.07
C 0.1082 0.1735 2.2485 0.12
H 0.4303 2.7982 1.5937 0.01
H 2.6470 1.2163 2.4337 0.01
H -2.8550 -0.6761 0.3887 0.00
H 3.0556 1.2217 0.7774 -0.03
H 1.0838 2.6087 0.0232 -0.01
H -1.3902 0.3834 -3.5394 0.00
H -0.5284 -1.1525 -3.6380 0.00
H -3.2272 -1.5737 -1.0210 0.00
H -2.0573 -2.2832 0.1006 0.00
H -0.5985 1.9748 0.5405 0.00
H -2.2150 -1.1838 -3.3452 0.00
H 2.8970 -0.2760 1.5868 0.00
H 0.2955 0.3735 3.2737 0.01
H -1.0370 0.2684 2.1525 0.00
H 0.3176 -0.8306 2.1795 -0.04
H -1.2896 1.3064 -1.1931 0.01
H 1.4824 0.2777 -1.1398 0.00
```

=====

(3)
Entry from the Open Molecules 2025 dataset: a cluster of 2 separate species, C8H17OPS2 in total in a non-equilibrium geometry (ωB97M-V/def2-TZVPD).

molar mass	224.33	Da
ΔE to the lowest compared entry with this formula, charge and spin	492.7	kJ/mol
HOMO energy (spin up / spin down)	-8.9 / -8.9	eV
Kohn-Sham gap (spin up / spin down)	8.5 / 8.5	eV
spin multiplicity	1

Structure (XYZ):
```
29
Properties=species:S:1:pos:R:3:lowdin_charge:R:1
S 2.5390 -1.2911 1.0541 0.80
S 2.5403 1.6104 0.0565 0.82
P 5.1121 0.1597 0.5383 0.92
O 6.3914 -0.6736 -1.2315 -0.57
C -1.9614 1.0908 0.9492 -0.06
C -1.6509 0.0579 -1.4480 -0.06
C -1.3639 0.0303 0.0208 -0.52
C 0.1912 0.1203 0.2321 -0.41
C 3.3430 -0.0820 -0.0032 -1.11
C 0.9303 1.1173 -0.5785 -0.50
C 0.9625 -1.2206 0.1644 -0.45
C -1.9306 -1.3965 0.5917 -0.04
H 1.2638 -1.4345 -0.8627 0.08
H 3.3611 -0.5651 -1.0709 0.09
H -1.8191 -2.1164 -0.2484 0.08
H 5.1956 1.4835 0.5766 -0.09
H 0.3030 -2.0420 0.4940 0.06
H 1.1180 0.9180 -1.6149 0.08
H 0.3003 0.4457 1.2262 0.10
H -1.6106 1.1503 -1.8742 0.13
H -1.5896 2.0931 0.7482 0.08
H -2.9988 1.1889 0.7171 0.07
H 5.4343 -0.6143 1.7196 -0.01
H -2.7086 0.0499 -1.5341 0.07
H -1.8580 0.8953 2.0586 0.12
H -2.9699 -1.2505 0.8200 0.06
H -1.4301 -1.9017 1.4519 0.09
H 0.3383 2.0397 -0.4463 0.09
H -1.1284 -0.6784 -2.0038 0.08
```

=====

(4)
Entry from the Open Molecules 2025 dataset: a structure of composition C8H18AgO4 in a non-equilibrium geometry (ωB97M-V/def2-TZVPD).

molar mass	286.10	Da
total charge	+1
ΔE to the lowest compared entry with this formula, charge and spin	0.0	kJ/mol
HOMO energy	-10.0	eV
Kohn-Sham gap	6.5	eV
spin multiplicity	1

Structure (XYZ):
```
31
Properties=species:S:1:pos:R:3:lowdin_charge:R:1
Ag 1.1269 0.7075 1.8518 0.80
O 0.9485 1.8738 0.0644 -0.34
O 0.4082 -0.7689 -0.7721 -0.20
O 0.9610 -1.5656 1.8599 -0.35
O -1.7060 0.5083 -1.0564 -0.10
C 0.1739 -0.8090 2.8414 -0.28
C 0.4307 3.1772 0.2459 -0.07
C -2.5869 0.4852 0.0694 0.00
C 0.7933 -2.1339 -0.4204 -0.10
C 1.1751 1.4964 -1.2715 -0.18
C -1.2357 -0.6198 -1.5195 0.04
C 1.4746 0.0245 -1.3598 -0.10
C 0.3156 -2.4279 0.9817 -0.23
H -1.7634 -1.5451 -1.2565 0.16
H 1.6090 -0.2724 -2.4081 0.15
H 1.1413 3.9130 -0.1584 0.11
H 0.3607 -2.8241 -1.1545 0.14
H -0.7871 -2.3478 1.0273 0.12
H 0.2801 1.7488 -1.8607 0.13
H 0.3199 3.3468 1.3235 0.09
H 2.0502 2.0364 -1.6701 0.16
H -2.0621 0.0759 0.9417 0.08
H -0.9091 -1.0189 2.6982 0.01
H 0.4730 -1.2059 3.8296 0.03
H -2.9023 1.5198 0.2316 0.11
H -0.5562 3.2655 -0.2326 0.10
H 2.3974 -0.2294 -0.8255 0.15
H -3.4494 -0.1590 -0.1494 0.11
H 1.8821 -2.2355 -0.4952 0.14
H 0.5818 -3.4729 1.2155 0.14
H -0.9452 -0.5431 -2.5711 0.16
```